No. 1
This record from the OMol25 dataset describes C16H21Cl2N3PdSSe2 as an isolated structure. The level of theory is wB97M-V/def2-TZVPD.

- expectation value of S² = 2.057
- multiplicity = 3
- net charge = 0
- HOMO level (spin up / spin down) (eV) = -6.23 / -6.99

Structure (XYZ):
```
46
Properties=species:S:1:pos:R:3:forces:R:3:lowdin_charge:R:1
Pd 5.980696 11.738755 8.758704 1.411 0.064 0.213 0.17
C 12.437309 10.135861 11.184239 -1.887 -0.446 0.673 -0.39
Se 11.613685 11.778126 10.348121 0.620 -1.147 0.075 0.88
C 10.248243 10.819712 9.296779 0.125 -0.470 -0.700 -0.56
C 9.139974 10.237043 10.142129 -1.490 1.118 0.124 -0.49
Se 7.686659 11.479504 10.860571 0.649 -0.745 0.942 0.90
C 8.631905 12.985838 11.693969 1.034 -0.874 0.515 -0.40
H 11.996981 10.056291 12.221571 0.545 -0.077 -1.160 0.03
H 13.504555 10.107526 11.264879 0.589 0.575 -0.141 -0.01
H 12.147982 9.227418 10.599993 0.022 0.840 0.367 0.03
H 10.811663 9.966382 8.774547 -0.903 1.397 0.372 0.09
H 9.819955 11.585926 8.629037 0.403 -0.515 -0.227 0.02
H 9.597756 9.697114 10.924601 0.089 -0.638 1.258 0.02
H 8.346286 9.614838 9.693829 0.922 -0.152 -0.615 0.03
H 9.264204 12.549995 12.514025 -0.710 0.528 -0.663 0.03
H 7.909884 13.703541 12.097062 0.131 -0.226 -0.305 0.02
H 9.325030 13.401582 10.959224 -0.385 0.346 0.164 -0.02
C 6.536413 8.168451 4.964257 1.489 -1.258 -1.942 -0.02
C 5.915375 7.888505 6.250979 -0.096 -0.054 2.040 -0.27
C 6.463638 6.940008 7.101875 0.885 -0.446 -1.434 0.01
C 6.116370 6.992735 8.458012 -1.369 2.687 -0.055 -0.26
N 5.396284 8.091278 8.978141 2.272 -3.790 -0.320 0.12
C 4.914147 8.944121 8.134652 -1.596 2.367 -1.084 -0.80
S 4.210380 10.465974 8.573820 -1.788 -1.607 -0.162 0.51
N 4.936018 8.707192 6.762511 1.511 -0.995 -1.147 0.10
C 6.638910 6.009974 9.393326 -0.816 -0.533 1.313 -0.03
H 6.969277 7.254599 4.452787 -0.637 0.637 0.915 0.11
H 7.445213 8.822424 5.024040 -1.149 -0.075 0.320 0.13
H 5.823241 8.521065 4.260378 -0.481 0.870 -0.689 0.07
H 7.235503 6.231295 6.589356 -1.469 1.252 1.571 0.16
H 4.423714 9.301035 6.101129 0.455 0.174 0.880 0.15
H 6.518973 6.386701 10.412177 -0.024 -0.151 -0.108 0.09
H 7.679785 5.867280 9.204115 0.738 -0.409 -0.161 0.08
H 6.089247 5.049689 9.308114 0.405 0.443 -0.038 0.11
Cl 9.633183 14.084639 6.560831 -0.131 -0.034 0.697 0.66
C 8.877451 14.677699 8.025639 -0.344 -1.138 0.233 -0.61
C 9.354880 15.783193 8.635807 -0.116 0.679 0.077 -0.13
C 8.556360 16.390048 9.609439 1.056 0.849 0.930 -0.09
C 7.305575 15.941233 9.975668 0.132 -1.820 -1.388 -0.13
C 6.887138 14.729914 9.446198 0.294 -0.299 -0.274 -0.57
Cl 5.235286 14.162404 9.789109 1.004 0.401 -0.024 0.64
C 7.779025 13.935406 8.626304 -0.463 -0.504 -1.720 -0.51
N 7.642188 12.652838 8.259327 -0.070 1.529 -0.242 -0.14
H 10.310387 16.185224 8.331731 -0.068 0.284 0.025 0.11
H 9.004445 17.206133 10.165640 -0.224 0.239 -0.181 0.10
H 6.621733 16.408159 10.609313 -0.566 1.124 1.073 0.08
```
Forces are in eV/Å.

No. 2
This record from the OMol25 dataset describes C11H14BMoN7O as an isolated structure. The level of theory is wB97M-V/def2-TZVPD.

- expectation value of S² = 2.067
- multiplicity = 3
- net charge = +2
- HOMO level (spin up / spin down) (eV) = -16.18 / -16.17

Structure (XYZ):
```
35
Properties=species:S:1:pos:R:3:forces:R:3:lowdin_charge:R:1
H 0.966014 3.312524 0.224353 0.011 0.075 -0.276 0.13
N 0.538859 1.753519 -1.145396 -0.074 -0.575 -0.327 -0.13
B 0.163724 0.345197 -3.231757 -0.044 0.124 -0.580 -0.49
N 0.541502 1.680267 -2.533259 0.108 0.191 0.573 -0.01
C 0.899555 2.868676 -3.042135 -0.256 -0.791 0.645 0.02
Mo 0.014201 -0.040235 -0.046137 2.087 0.538 1.885 1.67
H 0.956673 2.991871 -4.114550 0.023 0.105 0.099 0.15
C 1.139270 3.756617 -1.987771 -0.103 -0.334 0.807 0.01
H 1.442989 4.786609 -2.070731 -0.008 -0.030 0.048 0.12
C 0.902886 3.027226 -0.820327 0.045 0.242 -0.843 -0.07
H 0.224913 0.475473 -4.414950 0.006 -0.005 0.042 0.13
C -0.540186 -1.772250 1.026117 -0.570 -0.742 1.114 -0.17
H -0.525118 -1.639956 2.111341 -0.381 -1.438 -0.253 0.01
H 0.201151 -2.529628 0.780920 0.163 -0.142 -0.225 0.05
H -1.561402 -2.013910 0.747447 -0.148 -0.148 -0.188 0.04
N -1.276680 -0.050145 -2.817536 0.192 -0.045 1.015 -0.01
N 1.148178 -0.760735 -2.772373 0.399 -0.444 0.772 -0.01
N -1.566886 -0.239313 -1.464331 -0.626 -0.060 -0.323 -0.12
N 1.249575 -1.065140 -1.414618 -0.256 0.370 -2.022 -0.14
C -2.385602 -0.238249 -3.549645 0.384 -0.001 0.963 0.01
C 2.004458 -1.524737 -3.463611 -0.470 0.348 0.714 0.02
H -2.338817 -0.125798 -4.623946 -0.078 -0.026 0.104 0.15
H 2.064913 -1.416674 -4.537732 0.081 -0.098 0.093 0.15
C -3.442204 -0.562859 -2.692602 0.455 0.018 0.563 0.01
C 2.688347 -2.360265 -2.572441 -0.245 0.191 0.591 0.01
C -2.897657 -0.555556 -1.405729 0.514 0.300 -0.485 -0.07
C 2.192003 -2.049977 -1.307226 -0.193 0.237 -0.646 -0.07
H -4.460783 -0.771684 -2.975670 0.050 -0.007 0.074 0.12
H 3.441967 -3.087501 -2.822547 -0.004 0.007 0.063 0.13
H -3.354748 -0.746867 -0.440393 -0.027 0.059 -0.293 0.13
H 2.434276 -2.443763 -0.327752 0.108 -0.079 -0.235 0.12
H -0.943266 0.840086 1.044161 -1.995 1.204 -0.756 0.08
O 0.002709 0.003851 4.496545 -0.078 -0.171 -0.245 0.33
C 0.012447 0.037813 3.342951 -0.083 0.542 3.056 -0.33
N 0.062642 0.115314 2.153526 1.015 0.587 -5.524 0.00
```
Forces are in eV/Å.

No. 3
This record from the OMol25 dataset describes C2H3N3O as an isolated structure. The level of theory is wB97M-V/def2-TZVPD.

- net charge = 0
- HOMO level (eV) = -8.59

Structure (XYZ):
```
9
Properties=species:S:1:pos:R:3:forces:R:3:lowdin_charge:R:1
C -0.876459 -0.045807 -0.056004 -5.276 -3.607 0.026 -0.66
C 1.054721 0.627704 -0.062171 -0.641 0.045 1.843 -0.06
H -2.422704 0.769225 -0.210759 -0.297 -3.564 1.512 0.13
H 1.932966 1.222787 0.210419 -0.361 -0.223 -0.636 0.14
H 1.669344 -1.429300 0.288060 2.973 -1.989 0.985 0.12
N -2.120566 -0.322636 0.096115 -0.608 5.119 -1.770 0.10
N -0.218923 1.078801 -0.093560 5.178 1.202 -0.576 0.14
N 1.091344 -0.736651 0.015690 1.328 4.789 -1.346 0.04
O -0.109726 -1.164119 -0.187791 -2.295 -1.772 -0.038 0.05
```
Forces are in eV/Å.

The calculation returns the following maximum force values, one per record and in order: 4.4 5.6 6.4 eV/A.